# C3H10N2S

C3H10N2S in the gas phase (ωB97M-V/def2-TZVPD, OMol25).

Geometry as XYZ:
```
16
C3H10N2S, DFT ωB97M-V/def2-TZVPD
C 0.611 0.337 -0.547
C 1.758 1.087 0.099
S 3.352 0.792 -0.761
N -0.555 0.285 0.320
C -1.324 -0.943 0.138
N -2.531 -0.820 0.912
H 0.391 0.778 -1.522
H 0.934 -0.691 -0.709
H 1.824 0.869 1.166
H 1.633 2.163 0.055
H 2.926 -0.208 -1.539
H -1.188 1.059 0.136
H -1.587 -1.079 -0.915
H -0.676 -1.766 0.471
H -3.103 -1.642 0.982
H -2.464 -0.221 1.714
```

SMILES string: NCNCCS
Relative energy (zero: lowest compared OMol25 entry of this formula, charge and spin): 0.555 eV
E_LUMO: 1.0 eV
Kohn-Sham gap: 9.963 eV
Electronic energy: -627.97423 a.u.